# 1
23
Properties=species:S:1:pos:R:3:forces:R:3 method="wB97M-V/def2-TZVPD" homo_energy_ev=-13.79 e_lumo_ev=-3.2 relative_energy_kcal_mol=0.0 total_charge=+1 gap_ev=10.617 total_energy_ha=-764.93900
C -0.632 0.897 -2.940 0.037 0.001 -0.051
C -0.945 1.653 -1.653 0.010 0.029 0.046
O -1.208 0.763 -0.539 -0.060 0.052 -0.060
C -0.111 0.336 0.161 0.054 -0.063 0.043
C 0.438 -1.061 -0.163 -0.038 0.057 0.001
C 0.666 -1.773 1.189 -0.007 -0.067 -0.017
C 0.428 -0.716 2.269 -0.004 0.179 0.147
S 1.851 0.347 2.678 -0.022 -0.191 0.008
N -0.603 0.154 1.595 -0.005 -0.261 -0.059
H -0.706 -0.177 -2.771 -0.022 0.004 -0.018
H 0.369 1.115 -3.310 -0.026 -0.016 0.030
H -1.341 1.146 -3.729 0.025 0.010 0.027
H -1.847 2.255 -1.737 -0.006 -0.071 -0.009
H -0.128 2.318 -1.362 -0.014 0.025 -0.016
H 0.686 1.081 0.206 -0.060 0.064 -0.025
H -0.309 -1.588 -0.755 0.033 -0.008 -0.008
H 1.343 -0.982 -0.760 0.010 0.015 0.028
H -0.068 -2.571 1.309 0.040 -0.008 0.076
H 1.647 -2.230 1.289 -0.015 0.029 -0.022
H -0.001 -1.105 3.190 -0.044 -0.037 -0.100
H 2.771 -0.527 2.248 0.030 0.090 -0.024
H -0.815 1.034 2.067 0.151 0.062 -0.046
H -1.482 -0.367 1.519 -0.068 0.103 0.047



# 2
22
Properties=species:S:1:pos:R:3:forces:R:3 method="wB97M-V/def2-TZVPD" homo_energy_ev="-3.11 / -10.40" e_lumo_ev="0.9 / -2.4" relative_energy_kcal_mol=68.5 spin_multiplicity=3 gap_ev="4.050 / 7.978" total_energy_ha=-632.81626
C 0.327 -1.054 0.484 0.682 -0.229 -3.690
C 1.135 -1.146 1.767 2.472 -0.600 0.476
C -2.067 0.173 -1.738 1.330 1.991 0.619
C -1.145 -0.931 0.663 -2.834 1.523 2.178
C 2.254 1.489 -0.180 -1.985 1.796 0.804
C -1.643 0.391 -0.128 0.581 -1.813 -1.022
N -0.641 1.385 -0.050 -4.007 2.924 0.655
P 0.691 0.602 -0.311 4.933 -3.025 -0.565
H 1.571 -0.139 1.781 -0.370 -0.126 1.514
H 2.094 -1.709 1.808 -0.544 -0.276 -1.085
H 0.724 -1.530 2.723 -0.743 0.774 -0.780
H -1.156 0.357 -2.425 -1.575 -0.475 1.060
H -2.589 -0.736 -1.993 0.238 -0.637 0.401
H -2.820 0.981 -1.890 0.753 -0.404 -0.155
H -1.366 -0.924 1.866 0.329 0.722 -2.841
H 0.592 -1.564 -0.597 -0.059 -0.405 2.861
H -1.963 -1.564 0.321 1.007 -1.327 -0.249
H 3.087 0.908 0.071 0.923 -0.922 0.853
H 2.151 2.424 0.445 0.244 -1.051 -0.571
H 2.402 1.713 -1.211 0.466 0.743 -1.356
H -2.522 0.699 0.318 -1.854 0.904 0.961
H 0.882 0.174 -1.724 0.011 -0.089 -0.068



# 3
23
Properties=species:S:1:pos:R:3:forces:R:3 method="wB97M-V/def2-TZVPD" homo_energy_ev="-12.23 / -11.15" e_lumo_ev="-3.4 / -5.1" relative_energy_kcal_mol=103.0 total_charge=+1 gap_ev="8.803 / 6.085" total_energy_ha=-973.92023
C -0.857 -1.575 -1.613 -1.252 1.030 -1.046
C 2.348 -1.089 1.659 2.496 -1.836 3.310
C -1.970 -0.847 -1.321 4.003 -0.684 1.111
C 1.568 -0.217 2.133 0.369 -0.682 -2.514
C -1.850 0.319 -0.395 0.844 -0.359 0.352
C 0.569 1.302 -0.026 -1.599 -0.165 0.000
N -0.717 1.171 -0.911 2.074 1.759 -1.706
P -1.470 -0.043 1.428 -2.378 0.361 0.268
P 2.033 1.616 -0.935 1.345 -0.707 -0.626
H -0.789 -2.279 -2.459 -0.426 0.055 0.880
H 0.108 -1.292 -1.196 -0.110 -0.064 0.137
H 3.058 -1.541 2.517 -1.174 0.774 -1.457
H 2.576 -1.657 0.786 -0.398 0.243 -1.147
H -2.915 -1.044 -1.625 -2.656 -0.876 -1.335
H 0.976 0.509 2.508 -1.285 1.740 1.382
H -2.709 0.979 -0.369 -0.267 -0.168 -0.263
H 0.371 1.939 0.812 -0.273 0.262 0.210
H -0.393 1.030 -1.950 -0.805 -0.763 2.309
H -1.159 2.085 -1.066 0.478 0.316 0.608
H -1.210 -1.385 1.237 0.092 -0.636 0.039
H -2.933 -0.200 1.697 1.395 -0.104 -0.144
H 2.448 0.220 -1.043 0.075 0.813 -0.037
H 2.917 2.002 0.131 -0.548 -0.311 -0.329



# 4
22
Properties=species:S:1:pos:R:3:forces:R:3 method="wB97M-V/def2-TZVPD" homo_energy_ev=-2.25 e_lumo_ev=3.4 relative_energy_kcal_mol=66.9 total_charge=-1 gap_ev=5.678 total_energy_ha=-689.86878
C -1.107 0.348 1.543 -0.246 -2.343 2.598
C 0.291 -0.096 1.755 4.696 0.231 -0.877
N 1.246 0.411 0.575 -1.934 1.571 2.871
C 1.089 1.960 0.423 3.354 -2.094 -0.212
C 1.015 -0.373 -0.602 1.215 1.032 -0.938
C -0.228 -0.300 -1.482 0.023 -1.644 0.788
C -0.835 -1.658 -1.418 -5.061 -0.956 -0.353
S -2.105 -1.860 -2.838 0.432 0.155 0.486
H -1.217 1.219 1.022 -0.214 2.565 -0.729
H -1.495 -0.367 0.871 -1.171 -0.957 -0.386
H -1.612 0.349 2.540 -0.179 0.104 -0.984
H 0.843 0.295 2.743 -1.443 -0.968 -1.950
H 0.463 -1.239 1.598 -0.635 1.922 0.978
H 0.116 2.291 0.719 -0.031 0.652 0.875
H 2.094 2.410 0.877 -2.672 -0.550 -0.276
H 1.161 2.262 -0.617 0.030 -0.367 -0.404
H 1.186 -1.459 -0.389 0.068 0.992 0.139
H 1.834 -0.031 -1.247 0.211 -0.431 -0.158
H 0.071 -0.171 -2.479 0.785 -0.058 -1.596
H -1.040 0.391 -1.485 -0.397 1.049 1.205
H -1.563 -1.894 -0.503 2.082 0.642 -1.380
H -0.206 -2.488 -1.606 1.086 -0.544 0.301



# 5
21
Properties=species:S:1:pos:R:3:forces:R:3 method="wB97M-V/def2-TZVPD" homo_energy_ev="1.15 / -5.22" e_lumo_ev="4.0 / 3.9" relative_energy_kcal_mol=22.9 spin_multiplicity=2 total_charge=-1 gap_ev="2.824 / 9.141" total_energy_ha=-312.14595
C -1.059 -0.730 1.307 0.113 0.758 -0.599
C -1.640 -0.516 -0.100 -0.744 0.658 0.823
C -0.696 -0.797 -1.257 0.365 -0.079 -0.452
C 0.649 -0.038 -1.156 -0.615 -0.331 1.753
C 1.364 2.364 -1.334 -0.722 -0.299 1.030
C 0.536 1.341 -1.674 1.262 1.532 -1.425
H -0.343 0.083 1.522 0.096 -0.504 -0.071
H -0.582 -1.706 1.390 -0.061 0.027 0.381
H -1.853 -0.541 2.028 -0.090 -0.520 0.238
H -2.617 -1.039 -0.128 0.577 -0.196 -0.494
H -1.946 0.539 -0.101 0.138 0.032 -0.326
H -1.109 -0.413 -2.195 -0.431 -0.263 0.023
H -0.592 -1.883 -1.387 0.268 0.157 0.132
H 1.557 -0.574 -1.508 -0.425 -0.001 -0.775
H 0.946 0.064 -0.108 -0.154 -0.096 0.021
H 1.681 2.456 -0.296 0.609 -0.150 -0.376
H 1.564 3.202 -1.994 -0.372 0.101 0.084
H 0.058 1.551 -2.641 0.075 -0.817 0.001
H 0.883 -1.013 3.800 0.123 -0.180 0.220
H 1.558 -0.947 2.493 0.389 0.007 -0.465
O 1.642 -1.402 3.339 -0.402 0.164 0.280



# 6
21
Properties=species:S:1:pos:R:3:forces:R:3 method="wB97M-V/def2-TZVPD" homo_energy_ev="1.05 / -5.78" e_lumo_ev="3.4 / 3.3" relative_energy_kcal_mol=52.0 spin_multiplicity=2 total_charge=-1 gap_ev="2.303 / 9.077" total_energy_ha=-312.09958
C -0.791 0.356 1.693 -0.042 -1.575 -1.873
C 0.550 -0.197 1.155 -0.817 -1.114 1.284
C 1.350 0.568 0.217 1.970 2.342 3.243
C 2.549 1.041 0.709 -0.873 -0.536 1.481
C 0.617 0.948 -0.960 -0.959 -2.198 -3.184
C 1.274 1.848 -2.001 -0.531 -2.059 -2.518
H -0.718 0.308 2.716 -0.154 0.784 2.508
H -1.076 1.265 1.233 0.074 1.410 0.184
H -1.662 -0.285 1.451 0.561 -0.204 -0.107
H 0.245 -1.091 0.654 -0.004 -0.970 -0.775
H 1.262 -0.584 1.903 -0.750 0.383 0.286
H 2.915 1.194 1.819 -1.390 -1.386 -1.971
H 3.372 1.240 0.113 1.142 1.302 -1.738
H 0.478 -0.041 -1.519 -0.011 0.744 0.438
H -0.475 1.092 -0.756 1.149 0.589 0.236
H 1.870 1.077 -2.710 -0.840 2.112 1.517
H 0.453 2.248 -2.705 1.478 -0.082 1.193
H 1.952 2.568 -1.559 -0.070 0.394 -0.216
H -4.491 -5.193 -0.965 0.095 1.226 0.564
H -4.647 -3.709 -0.141 -0.197 -2.374 -0.954
O -5.027 -4.653 -0.344 0.168 1.211 0.400



# 7
21
Properties=species:S:1:pos:R:3:forces:R:3 method="wB97M-V/def2-TZVPD" homo_energy_ev=-9.94 e_lumo_ev=1.0 relative_energy_kcal_mol=29.1 gap_ev=10.937 total_energy_ha=-312.20859
C 0.901 1.074 -2.702 1.777 -1.936 -0.535
C 1.039 0.343 -1.343 -0.905 -0.085 -1.369
C -0.079 0.737 -0.426 -1.636 0.138 2.979
C -1.548 0.356 -0.789 0.169 0.114 -1.386
C 0.205 0.117 1.036 -0.019 0.405 -1.754
C -0.486 -1.193 1.462 1.007 1.078 0.064
O 0.022 -1.463 2.785 -0.797 -0.438 -0.023
H 1.284 2.085 -2.590 -0.388 0.173 -0.393
H -0.043 0.953 -3.211 -0.734 0.571 0.535
H 1.525 0.500 -3.439 0.125 0.853 0.579
H 0.986 -0.749 -1.490 -0.009 0.215 -0.049
H 2.032 0.526 -0.912 -0.321 0.217 0.011
H -0.165 1.831 -0.250 0.726 -0.406 -0.315
H -2.082 1.015 -1.491 0.751 0.241 -0.126
H -2.244 0.404 0.057 0.521 -0.526 0.067
H -1.538 -0.602 -1.332 -0.345 -0.142 0.659
H -0.005 0.918 1.738 -0.214 -0.076 0.434
H 1.279 -0.057 1.052 0.080 -0.058 0.374
H -1.589 -1.116 1.315 0.720 -0.332 0.760
H -0.093 -2.024 0.869 -0.323 0.089 -0.015
H -0.061 -0.701 3.377 -0.184 -0.094 -0.499



# 8
21
Properties=species:S:1:pos:R:3:forces:R:3 method="wB97M-V/def2-TZVPD" homo_energy_ev=-9.82 e_lumo_ev=1.1 relative_energy_kcal_mol=16.2 gap_ev=10.956 total_energy_ha=-312.22924
C -3.497 -0.211 -0.464 -0.041 0.008 -0.033
C -2.268 -0.349 0.431 0.014 -0.008 0.061
C -0.959 -0.069 -0.306 0.013 0.005 -0.056
C 0.268 -0.125 0.603 -0.005 0.006 0.019
C 1.556 0.144 -0.153 -0.234 -0.009 -0.159
O 2.619 0.188 0.766 -0.013 -0.017 0.082
C 3.853 0.417 0.142 0.297 0.059 -0.095
H -4.419 -0.419 0.089 0.128 0.025 -0.090
H -3.453 -0.901 -1.315 0.012 0.085 0.130
H -3.573 0.806 -0.869 0.014 -0.145 0.058
H -2.358 0.342 1.280 0.033 -0.080 -0.101
H -2.229 -1.359 0.861 -0.014 0.128 -0.059
H -0.842 -0.796 -1.123 -0.033 0.092 0.091
H -1.016 0.921 -0.782 0.006 -0.127 0.074
H 0.340 -1.108 1.088 -0.024 0.133 -0.068
H 0.182 0.619 1.405 -0.026 -0.093 -0.110
H 1.733 -0.643 -0.909 -0.014 0.097 0.117
H 1.485 1.103 -0.698 0.026 -0.121 0.089
H 4.120 -0.405 -0.541 -0.044 0.114 0.097
H 4.610 0.488 0.928 -0.092 -0.018 -0.140
H 3.847 1.356 -0.434 -0.005 -0.133 0.094